C32H37ClN2Si2Tc | wB97M-V/def2-TZVPD

```
75
Properties=species:S:1:pos:R:3
C -1.643 -0.840 4.982
C -2.416 -0.253 3.902
C -2.491 -1.195 2.850
H -2.886 0.734 3.912
C -1.786 -2.362 3.224
C -1.242 -2.169 4.539
H -0.726 -2.905 5.130
H -1.471 -0.429 5.955
H -2.961 -1.019 1.867
H -1.629 -3.250 2.611
Tc -0.494 -0.711 3.274
Si -1.055 -0.435 -2.743
C -0.508 1.176 -3.686
C 0.803 1.295 -4.196
H 1.476 0.431 -4.169
C 1.311 2.496 -4.711
H 2.386 2.594 -4.929
C 0.461 3.586 -4.911
H 0.854 4.532 -5.299
C -0.895 3.442 -4.584
H -1.563 4.301 -4.759
C -1.370 2.253 -4.006
H -2.444 2.174 -3.786
C -0.292 -1.662 -3.962
C -0.701 -1.879 -5.292
H -1.569 -1.348 -5.695
C 0.007 -2.771 -6.125
H -0.293 -2.906 -7.165
C 1.107 -3.491 -5.642
H 1.623 -4.228 -6.267
C 1.547 -3.240 -4.347
H 2.412 -3.768 -3.933
C 0.890 -2.308 -3.543
H 1.316 -2.070 -2.562
H -2.489 -0.141 -2.821
Si 1.808 0.766 -0.526
C 0.692 -0.835 -0.630
C -0.819 -1.019 -0.988
H -1.510 -0.207 -0.606
C -1.458 -2.264 -0.511
H -2.568 -2.319 -0.529
C -0.788 -3.331 -0.021
H -1.256 -4.308 0.169
C 0.565 -3.206 0.265
H 1.130 -4.015 0.764
C 1.236 -2.007 -0.085
H 2.323 -2.039 0.074
C 0.519 2.085 -0.566
C -0.590 1.803 0.220
H -0.724 0.822 0.691
C -1.627 2.706 0.351
H -2.486 2.409 0.935
C -1.523 3.939 -0.251
H -2.302 4.677 -0.090
C -0.403 4.261 -0.993
H -0.310 5.248 -1.455
C 0.613 3.324 -1.205
H 1.441 3.535 -1.866
H 3.112 1.358 -0.575
Cl 1.900 0.437 1.555
N 1.321 -1.281 4.153
C 1.732 -0.849 5.559
C 1.614 0.651 5.788
C 1.402 1.511 4.560
N 0.040 1.210 3.916
H 2.117 -1.054 3.560
H 1.387 -2.311 4.162
H 1.147 -1.421 6.284
H 2.783 -1.156 5.689
H 0.801 0.818 6.501
H 2.524 1.001 6.300
H 1.401 2.576 4.841
H 2.177 1.362 3.798
H -0.651 1.646 4.535
H -0.041 1.841 3.111
```

Energy   -67222.4392 eV
Gap between HOMO and LUMO (alpha / beta)   3.616 / 5.687 eV
Charge   +2
2S+1   4

Charges obtained by Löwdin population analysis, quoted in units of e:
1 C -0.22
2 C -0.23
3 C -0.24
4 H 0.13
5 C -0.22
6 C -0.21
7 H 0.12
8 H 0.11
9 H 0.12
10 H 0.11
11 Tc 1.26
12 Si 0.79
13 C -0.27
14 C -0.12
15 H 0.10
16 C -0.08
17 H 0.12
18 C -0.07
19 H 0.12
20 C -0.07
21 H 0.12
22 C -0.10
23 H 0.10
24 C -0.28
25 C -0.07
26 H 0.12
27 C -0.05
28 H 0.12
29 C -0.06
30 H 0.12
31 C -0.08
32 H 0.11
33 C -0.12
34 H 0.07
35 H 0.03
36 Si 0.52
37 C -0.24
38 C -0.32
39 H 0.12
40 C -0.01
41 H 0.15
42 C -0.07
43 H 0.14
44 C 0.02
45 H 0.15
46 C -0.16
47 H 0.11
48 C -0.36
49 C -0.21
50 H 0.04
51 C -0.07
52 H 0.11
53 C -0.06
54 H 0.12
55 C -0.05
56 H 0.12
57 C -0.07
58 H 0.11
59 H 0.00
60 Cl 0.45
61 N -0.13
62 C -0.17
63 C -0.18
64 C -0.21
65 N -0.12
66 H 0.04
67 H 0.11
68 H 0.12
69 H 0.13
70 H 0.11
71 H 0.13
72 H 0.13
73 H 0.05
74 H 0.11
75 H 0.07


C34H53BCl3F3GeN4O6PSV | wB97M-V/def2-TZVPD

```
108
Properties=species:S:1:pos:R:3
V -0.208 0.596 0.382
C 2.082 -2.993 0.375
O 0.733 -3.400 0.394
C 0.167 -3.567 -0.885
C -0.057 -2.276 -1.641
O -1.034 -1.444 -1.018
C -2.379 -1.878 -1.198
C -3.205 -1.610 0.028
O -3.245 -0.220 0.254
C -3.990 0.135 1.402
H 2.442 -3.019 1.404
H 2.183 -1.969 -0.008
H 2.699 -3.671 -0.231
H -0.779 -4.087 -0.720
H 0.794 -4.212 -1.521
H -0.357 -2.515 -2.669
H 0.851 -1.674 -1.684
H -2.396 -2.954 -1.389
H -2.810 -1.372 -2.070
H -2.787 -2.141 0.893
H -4.219 -1.998 -0.151
H -5.016 -0.244 1.335
H -4.009 1.221 1.449
H -3.518 -0.259 2.309
F 0.472 -2.553 4.360
C 1.613 -1.896 4.526
F 1.594 -1.358 5.760
F 2.606 -2.811 4.536
C 1.878 -0.843 3.480
C 3.083 -0.177 3.568
C 3.429 0.816 2.659
C 2.525 1.109 1.666
N 1.356 0.473 1.580
C 0.985 -0.501 2.451
S -0.600 -1.081 2.063
H 3.768 -0.443 4.365
H 4.369 1.343 2.722
H 2.700 1.865 0.911
C -1.267 4.913 7.541
C -2.654 4.592 6.971
C -3.262 3.423 7.757
C -3.543 5.819 7.168
C -2.527 4.198 5.498
C -3.220 4.857 4.482
C -3.108 4.494 3.135
C -2.278 3.442 2.846
O -1.968 2.888 1.634
B -1.078 1.823 1.888
O -0.854 1.767 3.284
C -1.592 2.774 3.841
C -1.694 3.119 5.164
H -1.350 5.207 8.590
H -0.802 5.734 6.992
H -0.598 4.054 7.489
H -3.393 3.698 8.806
H -2.622 2.541 7.718
H -4.237 3.148 7.350
H -3.582 6.069 8.230
H -4.566 5.639 6.833
H -3.156 6.689 6.634
H -3.864 5.687 4.728
H -3.644 5.020 2.357
H -1.141 2.568 5.913
Cl -3.122 3.304 -1.522
Ge -1.701 1.635 -1.532
Cl -1.086 1.757 -3.663
Cl 0.368 2.666 -0.571
O 2.032 0.152 -1.594
P 3.091 -0.019 -2.631
N 3.396 1.443 -3.316
C 4.478 1.627 -4.295
C 4.819 3.112 -4.186
C 3.485 3.737 -3.787
C 2.910 2.730 -2.798
N 2.686 -1.082 -3.838
C 1.454 -0.724 -4.586
C 1.520 -1.606 -5.821
C 3.008 -1.582 -6.150
C 3.668 -1.680 -4.776
N 4.547 -0.591 -2.085
C 5.133 0.201 -0.981
C 5.328 -0.815 0.136
C 5.719 -2.075 -0.627
C 4.868 -2.021 -1.902
H 4.133 1.379 -5.306
H 5.328 0.983 -4.061
H 5.226 3.512 -5.114
H 5.558 3.268 -3.396
H 2.833 3.807 -4.660
H 3.579 4.731 -3.353
H 1.826 2.744 -2.761
H 3.284 2.917 -1.785
H 1.471 0.336 -4.867
H 0.565 -0.878 -3.980
H 0.891 -1.231 -6.627
H 1.202 -2.623 -5.580
H 3.264 -0.633 -6.626
H 3.326 -2.388 -6.811
H 4.628 -1.166 -4.739
H 3.841 -2.725 -4.508
H 4.459 1.009 -0.691
H 6.083 0.649 -1.288
H 4.386 -0.959 0.667
H 6.085 -0.503 0.856
H 5.547 -2.991 -0.063
H 6.780 -2.038 -0.882
H 3.956 -2.615 -1.801
H 5.419 -2.411 -2.756
```

Energy   -203095.5979 eV
Gap between HOMO and LUMO (alpha / beta)   8.000 / 7.801 eV
2S+1   3

These are the Löwdin partial charges, in e, on atoms 1 to 99:
1 V 0.32
2 C -0.10
3 O -0.20
4 C -0.19
5 C -0.18
6 O -0.26
7 C -0.18
8 C -0.23
9 O -0.30
10 C -0.08
11 H 0.09
12 H 0.07
13 H 0.09
14 H 0.12
15 H 0.13
16 H 0.13
17 H 0.08
18 H 0.13
19 H 0.13
20 H 0.10
21 H 0.14
22 H 0.10
23 H 0.09
24 H 0.09
25 F 0.14
26 C -0.60
27 F 0.14
28 F 0.13
29 C -0.10
30 C 0.01
31 C -0.04
32 C -0.11
33 N -0.11
34 C -0.59
35 S 0.85
36 H 0.13
37 H 0.11
38 H 0.10
39 C -0.05
40 C -0.56
41 C -0.05
42 C -0.07
43 C -0.17
44 C -0.03
45 C 0.03
46 C -0.21
47 O 0.07
48 B -0.62
49 O 0.11
50 C -0.19
51 C 0.06
52 H 0.08
53 H 0.09
54 H 0.07
55 H 0.08
56 H 0.08
57 H 0.09
58 H 0.08
59 H 0.08
60 H 0.09
61 H 0.10
62 H 0.12
63 H 0.12
64 Cl 0.05
65 Ge 0.16
66 Cl 0.03
67 Cl 0.24
68 O -0.31
69 P 0.53
70 N -0.18
71 C -0.19
72 C -0.17
73 C -0.16
74 C -0.21
75 N -0.17
76 C -0.21
77 C -0.17
78 C -0.17
79 C -0.20
80 N -0.18
81 C -0.18
82 C -0.17
83 C -0.16
84 C -0.19
85 H 0.11
86 H 0.10
87 H 0.11
88 H 0.11
89 H 0.12
90 H 0.11
91 H 0.05
92 H 0.10
93 H 0.10
94 H 0.08
95 H 0.11
96 H 0.11
97 H 0.11
98 H 0.11
99 H 0.10


C26H39BrN3O2PdS2Si | wB97M-V/def2-TZVPD

```
75
Properties=species:S:1:pos:R:3
Pd 0.236 -1.053 -0.675
S 1.369 -3.046 -0.024
C 2.071 -2.263 1.351
N 1.373 -1.860 2.377
C 2.224 -1.234 3.366
C 1.865 -0.739 4.603
C 2.862 -0.293 5.520
C 4.198 -0.321 5.173
C 4.577 -0.725 3.880
C 3.628 -1.204 3.027
S 3.884 -1.822 1.404
H 0.801 -0.781 4.816
H 2.597 -0.020 6.521
H 4.903 -0.105 5.986
H 5.650 -0.707 3.531
O 4.176 3.601 -4.644
C 4.200 2.341 -4.037
N 3.829 2.406 -2.600
C 3.875 3.502 -1.797
O 4.135 4.654 -2.245
C 3.501 3.221 -0.418
C 3.508 4.386 0.400
C 3.106 4.230 1.711
C 2.731 2.975 2.171
N 2.978 1.881 1.473
C 3.401 1.953 0.226
H 4.269 4.255 -3.884
H 5.205 1.907 -4.117
H 3.422 1.771 -4.494
H 3.568 1.482 -2.229
H 3.761 5.320 -0.054
H 3.057 5.037 2.402
H 2.131 2.854 3.068
H 3.455 0.991 -0.296
C -1.609 -2.337 -3.269
C -2.617 -2.368 -2.050
C -2.347 -3.745 -1.459
C -4.071 -2.288 -2.505
Si -2.108 -1.029 -0.688
Br 1.213 0.489 -2.259
C -2.785 0.621 -1.296
C -2.350 0.834 -2.776
C -4.285 0.798 -1.208
C -2.100 1.730 -0.467
C -2.630 -1.448 1.163
C -2.137 -2.866 1.585
C -2.038 -0.428 2.138
C -4.210 -1.407 1.357
H -1.950 -3.118 -3.960
H -0.572 -2.578 -2.966
H -1.549 -1.357 -3.801
H -2.361 -4.513 -2.245
H -3.052 -4.133 -0.640
H -1.319 -3.691 -0.959
H -4.472 -3.230 -2.918
H -4.283 -1.545 -3.288
H -4.789 -2.051 -1.721
H -2.879 0.122 -3.433
H -1.266 0.709 -2.878
H -2.593 1.899 -2.989
H -4.902 -0.072 -1.476
H -4.672 1.603 -1.860
H -4.643 1.016 -0.183
H -1.102 1.539 -0.058
H -2.777 2.027 0.373
H -1.959 2.638 -1.101
H -1.130 -3.058 1.109
H -2.790 -3.708 1.235
H -1.901 -2.935 2.649
H -0.936 -0.481 2.092
H -2.431 -0.731 3.130
H -2.283 0.638 1.918
H -4.783 -1.910 0.526
H -4.513 -0.352 1.438
H -4.566 -1.876 2.248
```

Energy   -139233.9769 eV
Gap between HOMO and LUMO   6.732 eV
Charge   -1
2S+1   1

Charges obtained by Löwdin population analysis, quoted in units of e:
1 Pd 0.12
2 S 0.48
3 C -1.07
4 N 0.01
5 C -0.29
6 C -0.04
7 C -0.11
8 C -0.12
9 C -0.13
10 C -0.52
11 S 0.92
12 H 0.10
13 H 0.08
14 H 0.10
15 H 0.12
16 O -0.07
17 C -0.24
18 N 0.07
19 C -0.41
20 O 0.00
21 C -0.10
22 C 0.01
23 C -0.06
24 C -0.14
25 N 0.08
26 C -0.10
27 H 0.06
28 H 0.12
29 H 0.10
30 H 0.02
31 H 0.11
32 H 0.09
33 H 0.11
34 H 0.07
35 C -0.11
36 C -0.60
37 C -0.15
38 C -0.11
39 Si 0.74
40 Br 0.08
41 C -0.63
42 C -0.13
43 C -0.11
44 C -0.13
45 C -0.58
46 C -0.13
47 C -0.12
48 C -0.09
49 H 0.07
50 H 0.06
51 H 0.06
52 H 0.08
53 H 0.09
54 H 0.05
55 H 0.08
56 H 0.07
57 H 0.04
58 H 0.06
59 H -0.04
60 H 0.09
61 H 0.05
62 H 0.09
63 H 0.07
64 H 0.05
65 H 0.07
66 H 0.09
67 H 0.01
68 H 0.07
69 H 0.07
70 H 0.06
71 H 0.09
72 H 0.06
73 H 0.08
74 H 0.06
75 H 0.06


C5H8O2 | wB97M-V/def2-TZVPD

```
15
Properties=species:S:1:pos:R:3
C 1.798 -0.230 0.655
C 0.489 -0.483 -0.064
C 0.345 -1.212 -1.166
C -0.667 0.196 0.605
O -1.194 -0.553 1.646
C -1.465 1.301 0.072
O -0.299 1.555 0.840
H 2.531 0.216 -0.028
H 2.211 -1.156 1.074
H 1.645 0.481 1.474
H 1.194 -1.667 -1.674
H -0.641 -1.373 -1.595
H -2.155 -0.541 1.559
H -1.505 1.564 -0.986
H -2.336 1.580 0.663
```

Energy   -9407.5577 eV
Gap between HOMO and LUMO   10.455 eV
2S+1   1

Charges obtained by natural (NBO) population analysis, quoted in units of e:
1 C -0.65
2 C 0.00
3 C -0.39
4 C 0.43
5 O -0.69
6 C -0.13
7 O -0.49
8 H 0.23
9 H 0.22
10 H 0.23
11 H 0.20
12 H 0.20
13 H 0.48
14 H 0.19
15 H 0.18


Which formula does entry 2 have? C34H53BCl3F3GeN4O6PSV